Entry 1:
Formula: C6H16INOPS
Source: the OMol25 dataset
Level of theory: ωB97M-V/def2-TZVPD

Values from the calculation:
Kohn-Sham gap (spin up / spin down) = 0.2321 / 0.3104 Eh
energy relative to the best compared isomer or geometry (same formula, charge and spin) = 264.7 kJ/mol
spin multiplicity = 1
highest occupied orbital energy (spin up / spin down) = -0.397 / -0.458 Eh
total charge = +1

Last column: Mulliken charge in e.
Geometry (Å):
C  1.747  0.386  -0.746  -1.031
C  2.496  -0.959  1.277  -0.806
C  0.143  -0.786  0.585  -0.786
C  -2.483  1.560  -2.286  -0.394
C  -2.534  0.384  -3.285  -0.923
C  1.173  1.182  1.527  -0.734
N  1.443  -0.092  0.735  0.174
O  -2.556  0.972  -1.021  -0.206
P  -1.526  3.089  0.552  0.007
S  -3.098  1.809  0.237  0.029
I  -0.822  -0.918  -2.998  0.042
H  0.836  0.769  -1.023  0.382
H  2.618  1.085  -0.723  0.356
H  2.026  -0.525  -1.243  0.411
H  3.150  -1.531  0.523  0.261
H  3.248  -0.467  1.938  0.355
H  1.984  -1.557  1.951  0.425
H  0.005  -1.310  1.548  0.310
H  -0.500  -0.102  0.302  0.349
H  0.272  -1.428  -0.238  0.371
H  -3.369  2.115  -2.665  0.377
H  -1.501  2.035  -2.527  0.331
H  -2.708  0.800  -4.369  0.417
H  -3.448  -0.187  -3.074  0.416
H  1.209  1.001  2.583  0.397
H  1.471  2.051  1.030  0.419
H  -2.225  3.567  1.659  0.050


Entry 2:
Formula: C6H16N
Source: the OMol25 dataset
Level of theory: ωB97M-V/def2-TZVPD

Values from the calculation:
Kohn-Sham gap (spin up / spin down) = 0.3516 / 0.3645 Eh
energy relative to the best compared isomer or geometry (same formula, charge and spin) = 98.1 kJ/mol
spin multiplicity = 2
<S²> = 0.754
highest occupied orbital energy (spin up / spin down) = -0.311 / -0.366 Eh

Last column: Mulliken charge in e.
Geometry (Å):
C  0.672  2.057  -0.341  -1.334
C  0.266  0.718  -0.807  -0.630
C  0.443  -0.404  0.376  0.746
C  1.902  -0.702  0.670  -1.583
C  -0.416  -1.615  0.015  -0.687
C  -0.451  -2.786  1.052  -1.112
N  -2.095  2.381  -0.954  -0.723
H  0.610  2.784  -1.114  0.462
H  0.036  2.510  0.416  0.366
H  1.708  2.203  -0.068  0.364
H  0.762  0.359  -1.774  0.226
H  0.133  0.088  1.291  0.165
H  2.070  -0.847  1.702  0.452
H  2.393  -1.308  -0.099  0.315
H  2.384  0.246  0.462  0.428
H  -1.393  -1.203  -0.180  0.403
H  -0.221  -1.944  -1.044  0.345
H  -0.807  -3.740  0.592  0.319
H  0.503  -2.996  1.560  0.311
H  -1.166  -2.500  1.886  0.263
H  -1.409  1.611  -0.886  0.427
H  -2.652  2.286  -0.133  0.242
H  -2.784  2.172  -1.719  0.237


Entry 3:
Formula: C6H16N
Source: the OMol25 dataset
Level of theory: ωB97M-V/def2-TZVPD

Values from the calculation:
Kohn-Sham gap = 0.3825 Eh
energy relative to the best compared isomer or geometry (same formula, charge and spin) = 70.9 kJ/mol
spin multiplicity = 1
highest occupied orbital energy = -0.497 Eh
total charge = +1

Last column: Mulliken charge in e.
Geometry (Å):
C  1.134  -1.671  -0.991  -1.063
C  0.996  -0.239  -1.370  0.840
C  1.427  0.778  -0.618  -1.053
C  0.242  0.013  -2.652  -1.308
H  0.164  -2.187  -0.985  0.336
H  1.543  -1.835  0.009  0.303
H  1.734  -2.234  -1.706  0.385
H  1.434  1.803  -0.967  0.302
H  2.006  0.600  0.284  0.371
H  0.136  1.062  -2.906  0.357
H  -0.773  -0.387  -2.575  0.290
H  0.688  -0.497  -3.505  0.365
C  -1.998  0.986  1.085  -0.848
N  -0.903  -0.017  1.282  0.104
C  -0.038  0.218  2.465  -0.891
H  -2.503  0.732  0.159  0.333
H  -2.690  0.934  1.919  0.380
H  -1.498  1.950  1.036  0.350
H  -0.283  -0.004  0.436  -0.078
H  -1.294  -0.943  1.339  0.405
H  0.437  1.191  2.346  0.398
H  0.733  -0.534  2.584  0.330
H  -0.696  0.281  3.330  0.392


Entry 4:
Formula: C6H16N
Source: the OMol25 dataset
Level of theory: ωB97M-V/def2-TZVPD

Values from the calculation:
Kohn-Sham gap = 0.4183 Eh
energy relative to the best compared isomer or geometry (same formula, charge and spin) = 131.0 kJ/mol
spin multiplicity = 1
highest occupied orbital energy = -0.541 Eh
total charge = +1

Last column: Mulliken charge in e.
Geometry (Å):
C  -0.192  0.778  1.909  -1.229
C  0.281  1.863  0.956  -0.099
C  1.665  2.435  1.370  -1.131
H  0.483  -0.075  2.077  0.354
H  -1.156  0.337  1.525  0.392
H  -0.487  1.131  2.931  0.372
H  -0.461  2.678  0.920  0.309
H  0.324  1.453  -0.084  0.341
H  2.082  3.140  0.641  0.341
H  1.567  2.870  2.394  0.319
H  2.361  1.559  1.443  0.256
C  -1.898  -1.174  -1.496  -1.157
C  -0.491  -1.640  -1.529  0.714
C  0.192  -2.200  -2.551  -0.870
N  0.286  -1.315  -0.300  -0.112
H  -2.420  -1.456  -2.404  0.386
H  -2.369  -1.653  -0.627  0.329
H  -1.947  -0.085  -1.368  0.306
H  1.190  -2.677  -2.405  0.261
H  -0.336  -2.367  -3.522  0.261
H  0.059  -1.926  0.512  0.468
H  0.020  -0.408  0.135  -0.216
H  1.247  -1.270  -0.528  0.406


Entry 5:
Formula: C6H16N
Source: the OMol25 dataset
Level of theory: ωB97M-V/def2-TZVPD

Values from the calculation:
Kohn-Sham gap = 0.3760 Eh
energy relative to the best compared isomer or geometry (same formula, charge and spin) = 72.7 kJ/mol
spin multiplicity = 1
highest occupied orbital energy = -0.488 Eh
total charge = +1

Last column: Mulliken charge in e.
Geometry (Å):
C  0.426  1.132  1.316  -0.190
C  0.460  -0.138  1.713  -0.085
C  1.657  -1.046  1.656  -1.246
C  -0.784  2.016  1.351  -1.145
H  1.346  1.625  1.004  0.379
H  -0.442  -0.549  2.160  0.376
H  2.275  -0.889  2.546  0.363
H  1.339  -2.089  1.682  0.358
H  2.273  -0.868  0.779  0.284
H  -1.700  1.452  1.528  0.288
H  -0.881  2.553  0.403  0.305
H  -0.700  2.779  2.124  0.386
C  -0.955  -1.706  -1.495  -0.868
N  -0.783  -0.243  -1.241  0.116
C  0.220  0.395  -2.147  -0.828
H  -1.693  -2.106  -0.806  0.342
H  -1.277  -1.850  -2.516  0.387
H  0.006  -2.192  -1.363  0.363
H  -0.448  -0.112  -0.264  -0.073
H  -1.687  0.225  -1.349  0.405
H  1.172  -0.098  -1.995  0.371
H  0.276  1.452  -1.913  0.316
H  -0.101  0.257  -3.174  0.396


Entry 6:
Formula: C6H16N
Source: the OMol25 dataset
Level of theory: ωB97M-V/def2-TZVPD

Values from the calculation:
Kohn-Sham gap = 0.3280 Eh
energy relative to the best compared isomer or geometry (same formula, charge and spin) = 310.1 kJ/mol
spin multiplicity = 1
highest occupied orbital energy = -0.514 Eh
total charge = +1

Last column: Mulliken charge in e.
Geometry (Å):
C  0.600  1.257  -2.523  -1.359
C  0.254  0.908  -1.101  0.652
C  0.587  -0.347  -0.583  -0.379
C  -1.158  0.147  -0.946  -0.752
C  -1.855  0.091  0.434  -0.518
C  -1.528  -1.096  1.302  -1.287
N  2.523  -0.462  2.451  -0.763
H  -0.242  1.758  -2.985  0.356
H  1.410  1.984  -2.533  0.399
H  0.926  0.403  -3.117  0.347
H  0.245  1.739  -0.405  0.396
H  0.717  -1.249  -1.166  0.281
H  1.181  -0.384  0.329  0.235
H  -1.394  -0.549  -1.754  0.485
H  -1.775  0.961  -1.370  0.399
H  -1.646  1.025  0.927  0.285
H  -2.923  0.112  0.218  0.429
H  -2.327  -1.367  1.963  0.388
H  -0.637  -0.907  1.912  0.304
H  -1.362  -2.030  0.796  0.362
H  3.001  -1.294  2.096  0.239
H  2.066  -0.771  3.307  0.247
H  3.338  0.070  2.748  0.255


Entry 7:
Formula: C6H16N2
Source: the OMol25 dataset
Level of theory: ωB97M-V/def2-TZVPD

Values from the calculation:
Kohn-Sham gap = 0.3540 Eh
SMILES = CNCCC[C@H](C)N
energy relative to the best compared isomer or geometry (same formula, charge and spin) = 143.1 kJ/mol
spin multiplicity = 1
highest occupied orbital energy = -0.314 Eh

Last column: Mulliken charge in e.
Geometry (Å):
C  -2.006  2.375  2.180  -0.832
N  -1.552  1.128  1.577  -0.363
C  -0.665  1.235  0.410  -0.500
C  -0.925  0.144  -0.607  -0.836
C  -0.104  -1.140  -0.415  -1.002
C  1.389  -1.072  -0.708  0.711
C  1.662  -0.500  -2.110  -1.464
N  2.041  -2.348  -0.475  -0.593
H  -3.096  2.493  2.267  0.276
H  -1.624  2.453  3.204  0.268
H  -1.810  3.294  1.621  0.267
H  -1.166  0.585  2.341  0.251
H  0.378  1.296  0.758  0.308
H  -0.832  2.231  -0.013  0.399
H  -1.028  0.515  -1.627  0.452
H  -1.949  -0.196  -0.399  0.385
H  -0.551  -1.924  -1.035  0.383
H  -0.253  -1.341  0.653  0.330
H  1.897  -0.401  0.008  0.095
H  1.812  0.575  -2.196  0.360
H  1.117  -0.941  -2.937  0.302
H  2.691  -0.859  -2.314  0.436
H  3.020  -2.472  -0.291  0.199
H  1.460  -2.954  0.075  0.169


Entry 8:
Formula: C6H16N2
Source: the OMol25 dataset
Level of theory: ωB97M-V/def2-TZVPD

Values from the calculation:
Kohn-Sham gap = 0.3168 Eh
SMILES = C=CC(C)(C)N.CN
energy relative to the best compared isomer or geometry (same formula, charge and spin) = 279.5 kJ/mol
spin multiplicity = 1
highest occupied orbital energy = -0.283 Eh

Last column: Mulliken charge in e.
Geometry (Å):
C  1.975  -1.232  -0.461  -0.505
C  1.099  -0.587  0.301  -0.703
C  -0.755  -0.861  0.389  1.408
C  -0.855  -1.878  1.517  -1.651
C  -1.125  -1.445  -0.964  -1.613
N  -1.428  0.327  0.619  -0.850
H  3.031  -1.307  -0.219  0.275
H  1.694  -1.663  -1.417  0.216
H  1.459  -0.186  1.252  0.265
H  -1.902  -2.159  1.654  0.435
H  -0.268  -2.766  1.291  0.354
H  -0.489  -1.452  2.451  0.404
H  -0.545  -2.339  -1.178  0.360
H  -0.962  -0.717  -1.757  0.278
H  -2.186  -1.702  -0.957  0.425
H  -1.318  0.625  1.585  0.288
H  -0.923  1.182  -0.122  0.520
C  0.612  3.066  -0.238  -0.850
N  0.056  1.885  -0.898  -0.438
H  -0.125  3.867  -0.235  0.328
H  1.532  3.421  -0.717  0.321
H  0.848  2.801  0.791  0.286
H  -0.152  2.060  -1.876  0.231
H  0.728  1.060  -0.811  0.216


Entry 9:
Formula: C6H16N2
Source: the OMol25 dataset
Level of theory: ωB97M-V/def2-TZVPD

Values from the calculation:
Kohn-Sham gap = 0.3543 Eh
SMILES = CC(C)CNCCN
energy relative to the best compared isomer or geometry (same formula, charge and spin) = 165.9 kJ/mol
spin multiplicity = 1
highest occupied orbital energy = -0.315 Eh

Last column: Mulliken charge in e.
Geometry (Å):
C  -3.231  -0.180  -0.471  -1.475
C  -1.699  -0.132  -0.573  1.205
C  -1.100  -1.517  -0.835  -1.622
C  -1.200  0.470  0.742  -1.284
N  0.152  0.170  1.272  -0.353
C  1.267  0.879  0.603  -0.652
C  2.348  -0.103  0.084  -0.243
N  3.455  0.481  -0.670  -0.649
H  -3.615  0.489  0.315  0.385
H  -3.760  0.077  -1.378  0.369
H  -3.690  -1.120  -0.073  0.312
H  -1.603  0.417  -1.521  0.197
H  -1.138  -2.177  0.037  0.325
H  -1.696  -2.013  -1.595  0.479
H  -0.113  -1.324  -1.265  0.297
H  -1.867  0.296  1.595  0.409
H  -1.197  1.577  0.672  0.420
H  0.321  -0.828  1.177  0.283
H  1.709  1.351  1.506  0.277
H  1.036  1.759  -0.018  0.346
H  2.814  -0.602  0.931  0.300
H  1.714  -0.737  -0.541  0.153
H  4.175  0.717  0.005  0.289
H  3.238  1.383  -1.080  0.234


Entry 10:
Formula: C6H16N2
Source: the OMol25 dataset
Level of theory: ωB97M-V/def2-TZVPD

Values from the calculation:
Kohn-Sham gap = 0.3850 Eh
SMILES = C/N=C\N.CC(C)C
energy relative to the best compared isomer or geometry (same formula, charge and spin) = 93.3 kJ/mol
spin multiplicity = 1
highest occupied orbital energy = -0.353 Eh

Last column: Mulliken charge in e.
Geometry (Å):
C  -1.679  -1.167  0.257  -0.886
N  -0.319  -1.626  0.496  -0.217
C  -0.031  -2.825  0.272  -0.018
N  -0.966  -3.844  -0.163  -0.606
H  -1.660  -0.391  -0.507  0.201
H  -2.064  -0.747  1.185  0.272
H  -2.345  -1.964  -0.075  0.423
H  0.988  -3.182  0.420  0.354
H  -0.565  -4.306  -0.981  0.248
H  -0.983  -4.553  0.555  0.227
C  -0.452  2.914  -0.668  -1.427
C  0.696  1.951  -0.378  1.030
C  2.031  2.553  -0.818  -1.556
C  0.734  1.567  1.095  -1.319
H  -1.411  2.456  -0.421  0.347
H  -0.351  3.840  -0.097  0.344
H  -0.475  3.200  -1.720  0.377
H  0.532  1.047  -0.973  0.097
H  2.848  1.845  -0.672  0.375
H  2.256  3.452  -0.236  0.345
H  2.011  2.840  -1.870  0.389
H  -0.227  1.177  1.429  0.246
H  1.479  0.795  1.281  0.330
H  0.968  2.432  1.720  0.424